# 1
Formula: C3H8N2OS2
Source: the Open Molecules 2025 dataset
Level of theory: ωB97M-V with the def2-TZVPD basis set

* energy relative to the best compared isomer or geometry (same formula, charge and spin): 222.4 kcal/mol
* frontier orbital gap: 7.18 eV
* HOMO level: -8.535 eV

Each line ends with the Löwdin charge.
Element x y z (Å)
1 S 1.107 -1.423 1.425  0.624
2 S -0.514 2.281 -0.302  0.721
3 O -0.305 -0.145 -1.900  -0.109
4 N -0.566 -0.706 -0.625  -0.347
5 N 0.631 1.060 0.280  -0.559
6 C 0.390 -0.321 0.328  -0.781
7 C 1.694 1.538 1.049  -0.252
8 C -1.229 -2.073 -0.719  -0.145
9 H -0.487 -2.718 0.485  0.109
10 H -2.663 -2.115 -0.805  0.149
11 H -0.708 -2.623 -1.828  0.129
12 H 2.495 0.792 1.540  0.095
13 H 2.129 2.400 0.420  0.088
14 H -1.126 0.452 -1.856  0.070
15 H -2.123 1.570 0.499  0.109
16 H 1.275 2.032 2.010  0.098

---

# 2
Formula: C3H8N2P
Source: the Open Molecules 2025 dataset
Level of theory: ωB97M-V with the def2-TZVPD basis set

* net charge: +1
* energy relative to the best compared isomer or geometry (same formula, charge and spin): 85.7 kcal/mol
* frontier orbital gap (spin up / spin down): 4.02 / 3.25 eV
* HOMO level (spin up / spin down): -11.025 / -11.025 eV

Each line ends with the Löwdin charge.
Element x y z (Å)
1 P -1.258 -0.032 -4.812  1.015
2 N -2.417 -0.816 -2.155  0.089
3 N 6.185 1.399 5.122  0.004
4 C -3.051 -0.641 0.144  0.166
5 C -2.755 -0.087 -1.056  -0.152
6 C -2.120 -0.766 -3.364  -0.432
7 H 6.824 1.904 5.716  0.001
8 H -2.382 -0.231 -5.641  -0.101
9 H -2.233 -1.757 -3.871  0.106
10 H 6.600 1.150 4.237  -0.002
11 H -3.319 -0.019 0.979  0.088
12 H 5.772 0.608 5.590  -0.003
13 H -2.835 0.994 -1.183  0.133
14 H -3.011 -1.706 0.295  0.089